DFT (the ωB97M-V functional and the def2-TZVPD basis) results for one molecule with the formula CH3N3O2S at a distorted geometry.

```
! RIJCOSX wB97M-V def2-TZVPD def2/J DEFGRID3
* xyz 0 1
C -2.18 -0.53 -0.25
N -3.17 -0.13 0.27
N -1.12 -0.72 -0.77
N 1.28 1.13 -0.87
O 2.27 -0.65 0.68
O 0.00 -1.38 -0.49
S 1.49 -0.32 -0.70
H -4.25 -0.24 0.19
H 2.19 -1.49 1.00
H 1.14 1.86 -0.28
*
```

As for the total energy: -20480.6287 eV. Its largest force on an atom is 4.83 eV/Å. For the energy above the lowest of the compared OMol25 structures with the same formula, charge and spin, the calculation gives 114.2 kcal per mole.



DFT (the ωB97M-V functional and the def2-TZVPD basis) results for one molecule with the formula C6H9NS at a distorted geometry.

```
! RIJCOSX wB97M-V def2-TZVPD def2/J DEFGRID3
* xyz 0 1
C 1.21 2.03 -0.70
C 1.60 0.87 -0.18
C 0.75 -0.30 0.24
C 0.95 -0.57 1.70
C 0.83 -1.56 -0.70
N -0.59 -1.38 -0.92
C -0.75 -0.25 -0.18
S -2.03 0.64 0.26
H 1.93 2.80 -0.95
H 0.17 2.31 -0.83
H 2.65 0.65 -0.04
H 0.46 -1.48 2.03
H 0.53 0.26 2.29
H 2.06 -0.63 1.94
H 1.10 -2.51 -0.21
H 1.46 -1.44 -1.62
H -1.27 -1.92 -1.47
*
```

As for the structure (SMILES): C=C[C@]1(C)CNC1=S. As for the total energy: -18692.0357 eV. Its largest force on an atom is 1.41 eV/Å. For the energy above the lowest of the compared OMol25 structures with the same formula, charge and spin, the calculation gives 27.1 kcal per mole.



DFT (the ωB97M-V functional and the def2-TZVPD basis) results for C20H22N3PtSSbSe4 as an isolated structure.

```
! RIJCOSX wB97M-V def2-TZVPD def2/J DEFGRID3
* xyz -2 3
Pt -0.37 0.38 0.02
C -1.22 1.26 4.18
C -0.06 0.83 4.81
C 0.96 0.24 4.07
C 0.84 0.08 2.68
C -0.33 0.54 2.03
C -1.35 1.09 2.80
C 1.84 -0.52 1.83
C 3.07 -1.01 2.29
C 3.98 -1.57 1.43
C 3.67 -1.63 0.03
C 4.55 -2.16 -0.91
C 4.24 -2.18 -2.27
C 3.02 -1.65 -2.69
C 2.13 -1.12 -1.78
C 2.42 -1.11 -0.41
N 1.51 -0.60 0.49
H -2.03 1.70 4.75
H 0.06 0.94 5.88
H 1.85 -0.11 4.58
H -2.28 1.36 2.31
H 3.30 -0.94 3.34
H 4.93 -1.95 1.79
H 5.50 -2.56 -0.56
H 4.94 -2.60 -2.98
H 2.76 -1.62 -3.74
H 1.20 -0.69 -2.14
Se -4.35 -1.98 -2.97
Sb -2.05 -1.83 -2.18
Se -1.31 0.71 -2.37
Se -2.21 -1.17 0.33
Se 0.12 0.76 -4.23
C 1.53 5.17 -2.66
C 0.45 4.11 -2.70
N -0.41 4.16 -1.52
C -0.20 3.46 -0.40
S 1.17 2.47 -0.17
N -1.14 3.52 0.56
C -2.34 4.32 0.56
C -2.10 5.79 0.83
H 2.16 5.09 -3.55
H 2.17 5.02 -1.78
H 1.12 6.18 -2.62
H 0.87 3.11 -2.78
H -0.20 4.22 -3.57
H -1.33 4.56 -1.65
H -0.93 2.95 1.37
H -2.99 3.89 1.33
H -2.88 4.17 -0.38
H -1.62 5.93 1.81
H -3.05 6.34 0.84
H -1.45 6.23 0.08
*
```

As for the total energy: -307576.2327 eV. Its largest force on an atom is 0.40 eV/Å. For the energy above the lowest of the compared OMol25 structures with the same formula, charge and spin, the calculation gives 8.2 kcal per mole.



DFT (the ωB97M-V functional and the def2-TZVPD basis) results for one molecule with the formula CH7N3O2 at a distorted geometry.

```
! RIJCOSX wB97M-V def2-TZVPD def2/J DEFGRID3
* xyz 0 1
N -0.03 -1.44 -0.82
N 0.23 -0.39 0.10
N -0.55 -0.35 1.28
C 0.27 1.04 -0.63
O -0.33 2.04 0.12
O 1.61 1.09 -0.72
H -1.02 -1.46 -1.07
H 0.23 -2.32 -0.39
H -1.54 -0.25 1.05
H -0.41 -1.21 1.81
H -0.28 0.96 -1.57
H 0.23 2.18 0.90
H 1.60 0.11 -0.06
*
```

As for the structure (SMILES): NN(N)C(O)O. As for the total energy: -9712.7999 eV. Its largest force on an atom is 2.84 eV/Å. For the energy above the lowest of the compared OMol25 structures with the same formula, charge and spin, the calculation gives 55.8 kcal per mole.